No. 1
Formula: C40H33CdCl3N4OS
Source: the Open Molecules 2025 dataset
Level of theory: the ωB97M-V functional and the def2-TZVPD basis

Properties
LUMO level = -0.7 eV
Highest occupied orbital energy = -5.0038 eV
Energy relative to the best compared isomer or geometry (same formula, charge and spin) = 537.05 kcal/mol

CARTESIAN COORDINATES (ANGSTROEM)
1 Cd 0.12 0.49 0.19
2 C -0.50 2.73 -2.61
3 C -1.77 1.96 -2.38
4 C -2.90 2.27 -3.15
5 C -4.04 1.52 -2.99
6 C -4.04 0.48 -2.08
7 C -2.89 0.24 -1.33
8 N -1.79 0.98 -1.48
9 C -2.82 -0.89 -0.36
10 C -3.87 -1.79 -0.21
11 C -3.75 -2.83 0.69
12 C -2.58 -2.96 1.42
13 C -1.56 -2.03 1.22
14 N -1.70 -1.02 0.35
15 C -0.31 -2.11 2.01
16 C 0.09 -3.30 2.59
17 C 1.21 -3.30 3.40
18 C 1.89 -2.12 3.60
19 C 1.43 -0.95 2.98
20 C 2.11 0.36 3.24
21 N 0.35 -0.96 2.20
22 H -0.62 3.76 -2.27
23 H -0.28 2.75 -3.68
24 H 0.33 2.29 -2.08
25 H -2.85 3.08 -3.86
26 H -4.93 1.73 -3.57
27 H -4.93 -0.12 -1.96
28 H -4.78 -1.70 -0.79
29 H -4.56 -3.53 0.83
30 H -2.47 -3.75 2.14
31 H -0.42 -4.22 2.38
32 H 1.53 -4.21 3.88
33 H 2.78 -2.08 4.22
34 H 2.15 0.54 4.31
35 H 1.57 1.17 2.76
36 H 3.14 0.34 2.87
37 C 3.63 -5.45 1.95
38 C 3.47 -4.44 -0.80
39 C 4.40 -5.39 -1.54
40 C 2.35 -5.30 1.12
41 C 3.95 -3.08 -0.66
42 C 5.29 -2.67 -0.61
43 C 5.66 -1.37 -0.29
44 C 4.66 -0.44 -0.04
45 S 4.78 1.28 0.20
46 C 3.05 1.40 0.19
47 N 2.44 0.27 0.06
48 C 3.30 -0.80 -0.08
49 C 2.89 -2.10 -0.32
50 C 2.28 2.65 0.32
51 C 2.93 3.89 0.28
52 C 2.19 5.05 0.41
53 C 0.82 4.97 0.58
54 C 0.19 3.74 0.61
55 C 0.89 2.54 0.45
56 H 3.96 -6.49 1.91
57 H 3.48 -5.19 3.01
58 H 4.41 -4.81 1.53
59 H 3.84 -6.33 -1.50
60 H 5.38 -5.51 -1.08
61 H 4.48 -5.07 -2.58
62 H 1.59 -5.75 1.78
63 H 2.26 -6.04 -0.80
64 H 0.98 -5.24 -0.04
65 H 6.06 -3.39 -0.84
66 H 6.70 -1.09 -0.27
67 H 1.80 -3.67 0.11
68 H 4.00 3.93 0.16
69 H 2.68 6.02 0.37
70 H 0.23 5.88 0.68
71 H -0.89 3.71 0.74
72 Cl 0.23 -4.95 -5.47
73 C 0.63 -4.12 -4.00
74 C 0.60 -2.74 -3.98
75 C 0.84 -2.17 -2.74
76 Cl 0.74 -0.43 -2.58
77 C 0.94 -2.91 -1.58
78 O 1.41 -2.26 -0.36
79 C 1.38 -4.38 -1.64
80 Cl 2.08 -4.81 -0.32
81 C 0.97 -4.87 -2.90
82 H 0.39 -2.15 -4.86
83 H 0.89 -5.95 -2.90



No. 2
Formula: C4HF6NO3S
Source: the Open Molecules 2025 dataset
Level of theory: the ωB97M-V functional and the def2-TZVPD basis

Properties
Expectation value of S² = 2.01
Multiplicity = 3
LUMO level (spin up / spin down) = 0.2 / -3.3 eV
Highest occupied orbital energy (spin up / spin down) = -8.6687 / -11.3508 eV

CARTESIAN COORDINATES (ANGSTROEM)
1 C -1.17 -0.08 -1.02
2 C -0.14 -0.64 -0.10
3 C 0.88 -1.63 -0.29
4 C 1.51 1.81 -0.15
5 N -2.07 0.35 -0.08
6 O -1.26 -0.02 -2.21
7 O -1.75 -1.28 2.06
8 O -0.57 0.85 1.99
9 F 2.03 -1.15 -0.86
10 F 1.28 -2.26 0.84
11 F 0.38 -2.63 -0.99
12 F 0.59 2.61 0.19
13 F 2.32 1.61 0.87
14 F 2.10 1.77 -1.32
15 S -1.18 -0.22 1.32
16 H -2.93 0.89 -0.25



No. 3
Formula: C5H12O
Source: the Open Molecules 2025 dataset
Level of theory: the ωB97M-V functional and the def2-TZVPD basis

Properties
LUMO level (spin up / spin down) = 1.0 / 0.9 eV
Highest occupied orbital energy (spin up / spin down) = -7.2593 / -6.9782 eV
Energy relative to the best compared isomer or geometry (same formula, charge and spin) = 89.80 kcal/mol

CARTESIAN COORDINATES (ANGSTROEM)
1 C 0.24 -0.04 2.77
2 C 0.46 -0.22 1.27
3 C 0.11 0.35 -1.70
4 C 0.96 -0.72 -2.29
5 O -1.13 0.09 -1.44
6 C -1.99 0.81 -0.76
7 H 0.18 1.02 3.02
8 H -0.70 -0.51 3.08
9 H 1.04 -0.49 3.36
10 H 0.53 -1.28 0.99
11 H 1.39 0.26 0.94
12 H 0.49 1.32 -1.40
13 H 1.82 -0.94 -1.64
14 H 1.36 -0.44 -3.28
15 H 0.37 -1.64 -2.42
16 H -2.99 0.41 -0.73
17 H -0.39 0.20 0.73
18 H -1.73 1.83 -0.51



No. 4
Formula: C7H14N
Source: the Open Molecules 2025 dataset
Level of theory: the ωB97M-V functional and the def2-TZVPD basis

Properties
LUMO level = -3.1 eV
Total charge = +1
Highest occupied orbital energy = -12.4462 eV
Energy relative to the best compared isomer or geometry (same formula, charge and spin) = 104.43 kcal/mol

CARTESIAN COORDINATES (ANGSTROEM)
1 C -2.47 -0.69 -0.91
2 C -2.11 -1.20 0.26
3 C -1.86 0.25 0.08
4 C 0.15 2.29 0.24
5 C 0.97 -1.35 -1.00
6 C 0.05 0.95 -0.49
7 C 1.00 -0.07 -0.10
8 N 0.60 -0.57 1.34
9 H -2.95 -0.79 -1.77
10 H -2.01 -2.06 0.93
11 H -2.38 0.88 0.72
12 H 0.00 2.25 1.30
13 H 1.20 2.73 0.03
14 H -0.49 3.01 -0.24
15 H -0.15 -1.61 -1.06
16 H 1.68 -2.03 -0.50
17 H 1.47 -1.05 -2.01
18 H -0.01 1.01 -1.56
19 H 2.00 0.34 0.12
20 H -0.45 -0.63 1.28
21 H 0.97 0.02 2.00
22 H 0.88 -1.56 1.39



Sequential E_tot output: -102970.41456; -38931.51093; -7423.41710; -8964.54912 eV